(1)
103
Properties=species:S:1:pos:R:3:forces:R:3 method="wB97M-V/def2-TZVPD" lumo_energy_ha=-0.239 relative_energy_kj_mol=52.8 orbital_gap_ev=7.24 total_charge=+2 homo_energy_ev=-13.73
Ta 0.18723 1.09820 0.04486 0.51 -0.74 -0.10
C 1.03230 2.78422 -3.88039 -0.03 -0.02 0.08
C -0.05683 2.51026 -4.70974 -0.02 -0.01 0.00
C -1.13945 1.85367 -4.17989 0.07 0.01 0.03
C -1.14311 1.46312 -2.83460 -0.01 -0.10 -0.14
N -0.04223 1.62377 -2.06642 -0.14 0.13 -0.17
C 0.99717 2.32696 -2.59191 -0.04 0.24 -0.02
N -2.33447 0.98270 -2.36664 0.01 0.00 0.07
C -2.66572 0.90917 -1.13331 -0.11 -0.11 0.02
N -1.89129 1.04207 0.02898 -0.20 0.31 -0.35
C -2.77039 1.09774 1.11166 -0.12 0.13 0.11
N -2.53273 1.30935 2.35051 0.03 0.14 -0.14
C -1.28570 1.40313 2.90064 -0.04 -0.04 0.09
C -1.25194 1.73299 4.26622 0.03 -0.06 -0.05
C -0.06960 1.71948 4.95447 -0.01 -0.01 -0.01
C 1.09307 1.33243 4.27816 0.00 -0.02 -0.08
C 1.00368 1.05036 2.94617 0.09 -0.21 0.02
N -0.14947 1.11334 2.22619 -0.28 0.31 0.34
C -4.13337 0.84433 0.62974 -0.03 0.02 0.04
C -5.33073 0.75490 1.31656 0.04 0.00 -0.06
C -6.46584 0.49521 0.55761 -0.01 0.00 0.00
C -6.39709 0.34755 -0.82919 -0.01 0.00 0.00
C -5.18968 0.45469 -1.50930 0.03 0.01 0.06
C -4.06537 0.69612 -0.74053 0.00 -0.04 -0.06
H 1.89452 3.33645 -4.22436 0.00 0.01 0.00
H -0.06445 2.83462 -5.74158 0.01 0.01 0.00
H -2.03494 1.66198 -4.75132 -0.01 -0.01 0.01
H 1.83442 2.52176 -1.93923 -0.04 0.02 -0.05
H -2.19558 1.96931 4.73464 0.00 0.01 0.00
H -0.04061 1.97337 6.00550 0.01 0.00 0.00
H 2.04789 1.25367 4.77670 0.00 0.01 0.02
H 1.88596 0.73912 2.40530 0.02 0.01 -0.01
H -5.37688 0.88435 2.38870 0.00 0.01 0.01
H -7.42675 0.41220 1.04708 0.00 0.00 0.00
H -7.30665 0.15477 -1.38177 0.00 0.00 -0.01
H -5.12732 0.36142 -2.58441 0.00 -0.01 -0.01
F -2.19477 5.38472 1.56257 0.00 -0.01 -0.04
C -0.88024 5.27768 1.62088 -0.07 0.04 0.16
F -0.56030 4.36094 2.54237 0.08 -0.03 -0.08
F -0.33465 6.43095 1.94614 0.01 0.01 -0.04
S -0.26527 4.72829 -0.03105 -0.06 0.15 0.06
O -0.65052 3.31626 -0.08745 -0.07 0.10 0.19
O -0.82898 5.59779 -0.99099 0.01 -0.01 -0.08
N 1.30345 4.89406 0.05453 0.05 0.05 -0.03
S 2.31246 3.77361 0.35216 -0.17 -0.04 0.34
O 1.61487 2.51608 0.79224 0.34 -0.17 -0.20
O 3.33082 3.58957 -0.62216 0.02 0.01 -0.01
C 3.14978 4.26713 1.92306 0.08 0.13 0.01
F 3.94880 3.27238 2.29984 -0.03 -0.05 -0.05
F 3.85277 5.35442 1.69925 -0.01 -0.02 0.01
F 2.24541 4.48378 2.86363 -0.03 -0.02 -0.03
C 1.82880 -4.63678 0.27571 0.00 0.03 0.13
C 1.83740 -3.12879 -0.02224 0.10 0.00 0.08
C 2.73018 -2.43202 1.02889 -0.14 0.20 -0.15
C 2.47823 -2.92915 -1.40383 0.06 -0.04 -0.01
P 0.13584 -2.36304 -0.05910 0.03 0.04 0.12
N 0.30556 -0.71295 -0.02938 -0.01 0.00 0.24
C -0.86846 -2.86275 1.44038 -0.01 -0.15 0.01
C -2.06264 -1.92492 1.63654 -0.01 -0.01 0.02
C -0.00180 -2.74775 2.70485 0.08 0.07 -0.02
C -1.39017 -4.30427 1.34336 -0.02 -0.01 0.02
C -0.74707 -2.76429 -1.65116 0.00 -0.03 -0.10
C -0.66415 -4.25045 -2.03578 0.01 0.03 -0.06
C -2.23090 -2.39621 -1.49225 -0.01 -0.01 0.01
C -0.16073 -1.92642 -2.80850 0.03 0.15 0.05
H 2.83748 -5.00826 0.08371 0.00 -0.01 0.02
H 1.15058 -5.20870 -0.35201 -0.01 0.02 -0.04
H 1.60403 -4.84788 1.31973 -0.03 -0.02 -0.02
H 3.76989 -2.64396 0.77601 0.01 0.01 0.00
H 2.56319 -2.80322 2.03276 -0.08 -0.04 0.09
H 2.60214 -1.34531 1.02937 -0.01 -0.27 -0.03
H 3.53815 -3.17450 -1.32154 0.00 0.00 0.00
H 2.39871 -1.90652 -1.75469 0.03 0.14 -0.04
H 2.05306 -3.59170 -2.15458 0.04 0.04 0.04
H -1.75503 -0.88925 1.58653 0.04 -0.06 0.04
H -2.46317 -2.09943 2.63639 -0.03 -0.02 -0.01
H -2.86965 -2.09208 0.93013 0.01 0.03 0.00
H 0.53075 -1.79732 2.76949 -0.01 0.03 -0.01
H 0.71137 -3.56242 2.79573 0.07 0.00 -0.03
H -0.66955 -2.80897 3.56511 0.02 -0.02 0.01
H -2.13124 -4.43061 0.55765 0.00 0.00 0.00
H -1.88769 -4.53139 2.28875 0.01 0.00 0.00
H -0.60350 -5.04197 1.20840 0.02 -0.01 -0.01
H -1.02043 -4.92062 -1.25766 -0.02 0.00 0.03
H 0.33950 -4.55243 -2.32906 -0.07 -0.02 0.03
H -1.30973 -4.39331 -2.90479 0.01 -0.01 -0.01
H -2.77119 -3.11430 -0.87958 0.02 -0.01 -0.02
H -2.68663 -2.40521 -2.48279 -0.02 0.00 -0.01
H -2.37885 -1.40507 -1.07161 0.04 -0.06 -0.04
H 0.70986 -2.39761 -3.25494 0.00 0.01 0.00
H 0.11658 -0.91298 -2.50398 -0.09 -0.17 -0.05
H -0.92229 -1.84160 -3.58438 0.00 -0.01 -0.02
Br 4.85630 0.48423 -4.30963 0.01 0.00 0.00
C 4.47969 0.56537 -2.47308 -0.06 -0.04 0.03
C 5.48236 0.66662 -1.52408 -0.01 0.01 -0.02
C 5.10130 0.70254 -0.19357 0.00 -0.04 -0.03
C 3.75728 0.67230 0.12479 0.01 -0.06 0.02
N 2.77710 0.58827 -0.78314 0.14 0.53 -0.09
C 3.15879 0.52305 -2.06130 -0.15 -0.42 -0.11
H 6.52226 0.71198 -1.81735 0.00 0.00 0.01
H 5.83887 0.77111 0.59355 0.00 0.00 0.01
H 3.46849 0.72166 1.16394 -0.04 0.08 0.03
H 2.37948 0.40284 -2.80594 0.09 0.01 0.05

---

(2)
15
Properties=species:S:1:pos:R:3:forces:R:3 method="wB97M-V/def2-TZVPD" spin_multiplicity=2 lumo_energy_ha="0.036 / -0.016" relative_energy_kj_mol=30.1 orbital_gap_ev="11.08 / 9.89" total_charge=0 homo_energy_ev="-10.11 / -10.32" s_squared=0.7538
O 3.31492 0.35656 0.15180 0.25 0.04 -0.20
C 2.00929 -0.06471 0.51443 0.18 0.15 -0.46
C 1.22523 -0.22410 -0.78389 0.49 0.24 0.67
N -0.08558 -0.67897 -0.47687 -0.25 -0.16 -0.30
C -3.25555 0.26297 0.31628 -0.07 0.43 0.06
H 3.86069 0.52803 0.92433 -0.20 -0.08 0.06
H 1.51816 0.70004 1.11649 -0.11 -0.13 0.25
H 2.02953 -1.02633 1.02566 -0.05 -0.01 0.25
H 1.22243 0.75597 -1.27868 -0.16 -0.01 -0.22
H 1.77214 -0.90197 -1.44782 -0.06 -0.10 -0.15
H -0.58798 -0.82878 -1.35682 0.06 0.01 0.04
H -4.01631 -0.29383 -0.22493 -0.04 -0.12 0.14
H -2.26252 -0.06213 0.02453 -0.02 0.04 0.01
H -3.39078 1.32482 0.10150 0.11 -0.06 -0.13
H -3.35366 0.15240 1.39400 -0.13 -0.24 -0.01

---

(3)
25
Properties=species:S:1:pos:R:3:forces:R:3 method="wB97M-V/def2-TZVPD" lumo_energy_ha=-0.099 relative_energy_kj_mol=97.8 orbital_gap_ev=11.26 total_charge=+1 homo_energy_ev=-13.97
N -1.53039 -0.52189 -1.80111 0.05 -0.44 0.47
C -1.85616 -1.44671 -0.68462 -0.37 1.05 -0.64
C -0.77994 -1.29219 0.38353 0.57 -0.92 -0.19
N -0.09572 0.04957 0.34293 -1.43 -1.85 1.15
C -0.87138 1.06565 1.10007 -0.57 1.60 -1.52
C -0.77843 2.45641 0.41543 1.25 -0.43 0.03
H -0.06192 0.26489 -0.66277 0.48 0.12 -0.07
H -2.23370 0.19233 -1.90855 -0.14 -0.03 -0.20
H -1.43792 -1.03611 -2.66379 -0.01 0.19 -0.16
H -2.85879 -1.25027 -0.31419 -0.02 0.16 0.23
H -1.89433 -2.45897 -1.06491 0.23 -0.27 0.18
H -0.01048 -2.03358 0.19228 0.35 0.05 -0.33
H -1.06737 -1.53131 1.39336 -0.55 0.32 0.40
H 0.78765 -0.20820 0.76221 0.72 1.07 -0.41
H -0.58207 1.11299 2.14073 0.01 -0.34 0.09
H -1.92333 0.83481 0.96495 -0.01 -0.69 0.54
H -1.75196 2.88505 0.25417 -0.27 0.26 0.19
H -0.13063 3.10495 0.98537 -0.15 0.44 0.28
H -0.27369 2.41463 -0.55574 -0.22 -0.29 -0.01
H 3.05297 0.01148 -0.54267 -0.65 -0.10 0.47
H 2.68400 0.96398 -1.59597 -0.66 0.15 0.10
O 2.26577 0.51234 -0.84286 1.38 0.00 -0.65
H 4.00168 -0.84627 1.77634 0.10 0.17 -0.20
H 3.61138 -2.09633 1.02832 0.10 0.04 -0.25
O 3.73478 -1.14725 0.89749 -0.19 -0.26 0.49

---

(4)
13
Properties=species:S:1:pos:R:3:forces:R:3 method="wB97M-V/def2-TZVPD" lumo_energy_ha="-0.011 / -0.008" relative_energy_kj_mol=156.1 orbital_gap_ev="6.41 / 7.15" total_charge=0 homo_energy_ev="-6.70 / -7.38" smiles="C1=NSNc2nc[nH]c21"
C 0.24101 -1.37830 1.36318 5.38 0.08 4.46
N 1.53547 -1.37220 2.33566 -5.04 -0.60 -2.85
S 2.88435 -0.77271 1.81586 -0.19 1.57 -1.75
N 2.37142 0.60734 0.62756 1.25 -0.74 0.95
C 1.10254 0.63441 0.14535 -0.18 -0.38 -0.64
N 0.55242 1.53020 -0.75658 0.63 -0.79 1.05
C -0.63527 1.02321 -1.03125 2.14 0.43 0.44
N -0.88375 -0.15479 -0.41185 -1.41 1.77 -1.70
C 0.18609 -0.40179 0.37742 0.50 -0.98 1.45
H -0.46799 -1.88583 1.99113 -0.74 -0.03 -0.69
H 2.88238 1.44187 0.86750 -0.49 0.40 -0.22
H -1.13673 1.53631 -1.78606 -1.70 0.12 -0.89
H -1.84177 -0.42571 -0.35163 -0.15 -0.86 0.39

---

(5)
72
Properties=species:S:1:pos:R:3:forces:R:3 method="wB97M-V/def2-TZVPD" lumo_energy_ha="-0.445 / -0.448" orbital_gap_ev="5.18 / 5.18" total_charge=+3 homo_energy_ev="-17.30 / -17.38"
Re 0.76508 -0.10310 -0.43057 0.44 -0.14 0.72
C 5.63807 1.77944 4.07918 -0.08 0.01 -0.05
C 4.43056 1.15953 3.44301 0.10 0.01 0.03
C 4.17358 -0.20484 3.54418 -0.05 0.03 -0.03
C 3.02621 -0.74608 2.99133 0.03 -0.12 -0.23
C 2.15510 0.06233 2.26421 0.21 0.27 0.02
N 0.94336 -0.45614 1.74390 -0.36 -0.23 0.30
C 0.02128 -0.84154 2.58529 -0.03 0.17 -0.25
C 0.22777 -0.63639 4.02815 -0.10 -0.12 0.15
C -0.70238 -0.98189 4.94183 0.09 0.01 -0.08
C -1.95967 -1.48120 4.51498 -0.16 -0.06 0.19
C -3.02338 -1.78756 5.47785 0.17 -0.04 -0.02
C -2.23277 -1.62492 3.11779 0.08 0.06 -0.06
C -1.32419 -1.31939 2.16630 0.22 -0.12 0.16
C -1.64080 -1.55548 0.70639 -0.20 0.04 0.27
O -1.01401 -0.63299 -0.12270 -0.28 -0.52 -0.58
C -1.25119 -3.05201 0.43707 0.00 0.05 -0.15
F -1.97245 -3.87484 1.18136 -0.05 0.06 -0.07
F -1.38967 -3.35728 -0.84192 0.13 0.03 0.03
F 0.03585 -3.24363 0.80350 -0.06 0.01 0.03
C -3.16404 -1.33051 0.35342 -0.07 0.01 0.12
F -3.58658 -0.22790 0.98256 0.04 0.03 -0.06
F -3.92759 -2.35163 0.72629 -0.04 0.09 0.04
F -3.30054 -1.15104 -0.94978 0.05 -0.09 0.05
C 2.42328 1.43376 2.08166 -0.03 0.10 0.20
C 3.53501 1.95748 2.71763 -0.02 0.03 0.04
C 1.44029 2.32533 1.32423 0.15 -0.43 -0.38
O 0.86237 1.59604 0.24915 -0.27 0.70 0.44
C 0.25802 2.80379 2.22049 0.11 0.22 0.01
F 0.71898 3.30043 3.35753 -0.06 -0.05 0.00
F -0.53406 1.74836 2.51666 -0.05 0.05 0.02
F -0.48541 3.70261 1.60155 0.01 -0.07 0.03
C 2.12517 3.57224 0.67193 -0.08 0.08 0.03
F 1.37031 4.03706 -0.31752 0.04 -0.04 0.02
F 3.31336 3.23657 0.15844 -0.02 0.01 0.04
F 2.30594 4.52731 1.57250 0.02 0.01 -0.02
H 6.22594 1.04611 4.62475 0.01 0.00 0.00
H 6.27220 2.23878 3.31898 0.02 0.00 0.02
H 5.34032 2.57029 4.76968 0.01 0.00 0.00
H 4.86467 -0.84685 4.07466 -0.01 0.00 0.01
H 2.82473 -1.80955 3.06087 -0.04 0.02 0.07
H 1.13285 -0.14582 4.35340 -0.01 0.01 -0.02
H -0.52481 -0.82192 5.99704 -0.02 0.03 0.00
H -2.67901 -1.80682 6.50773 0.00 0.02 0.00
H -3.79993 -1.01260 5.37704 -0.04 -0.01 -0.01
H -3.51755 -2.72821 5.21435 -0.05 0.02 -0.01
H -3.21303 -1.99404 2.84596 0.02 0.01 -0.01
H 3.72488 3.02234 2.68169 0.02 -0.01 -0.04
O 2.84302 0.46753 -0.83979 0.27 -0.08 -0.22
C 3.31512 1.33069 -1.94163 -0.01 0.04 0.10
C 3.46204 0.57174 -3.23416 -0.02 -0.05 0.00
C 2.20415 -0.22565 -3.60199 0.01 0.06 0.01
C 0.93946 0.57041 -3.46922 -0.19 -0.07 0.18
C 0.49761 1.31845 -4.54463 0.04 -0.06 -0.05
C -0.68071 2.04017 -4.47855 0.00 0.03 -0.05
C -1.44396 1.96602 -3.32382 -0.10 0.01 0.08
C -0.98185 1.21300 -2.27611 0.26 -0.09 -0.12
N 0.21125 0.54615 -2.30676 -0.12 0.48 -0.73
H 3.51500 -0.19689 -0.63711 0.02 0.02 0.00
H 4.25165 1.77650 -1.61635 0.00 -0.01 0.01
H 2.56649 2.11870 -1.99762 0.00 -0.02 -0.05
H 4.31453 -0.10955 -3.19260 0.02 0.02 0.01
H 3.69676 1.30834 -4.00625 -0.02 -0.01 -0.02
H 2.14488 -1.12005 -2.99305 -0.03 -0.05 0.00
H 2.27445 -0.56607 -4.63448 0.05 0.04 0.00
H 1.08731 1.31312 -5.45180 0.00 0.01 0.01
H -1.00750 2.63453 -5.32192 -0.01 -0.02 0.00
H -2.39110 2.47815 -3.23360 0.00 0.00 0.01
H -1.55577 1.11711 -1.36964 -0.06 0.05 0.06
Se 2.44769 -4.37531 -1.55336 0.17 -0.47 -0.19
C 1.84996 -2.87687 -1.17035 -0.12 0.68 0.30
N 1.41308 -1.76477 -0.88737 0.04 -0.65 -0.33

---

(6)
9
Properties=species:S:1:pos:R:3:forces:R:3 method="wB97M-V/def2-TZVPD" lumo_energy_ha=-0.007 relative_energy_kj_mol=137.9 orbital_gap_ev=11.30 total_charge=0 homo_energy_ev=-11.48 smiles="O=C(F)C(F)(F)N(F)F"
O -1.72018 -0.25737 -1.19213 -1.08 -0.49 -1.36
C -1.34376 0.02949 -0.13936 1.89 0.50 1.44
F -1.92730 0.86116 0.70412 -0.06 -0.14 0.24
C 0.10020 -0.41735 0.30831 2.42 -1.59 -0.96
F 0.50595 -0.37103 1.55838 -1.26 -0.63 1.17
F 0.32939 -1.68519 -0.20078 -0.71 1.34 0.77
N 1.05414 0.43446 -0.43615 -1.58 2.16 -2.07
F 2.29588 -0.04976 -0.58330 0.27 -0.82 0.93
F 1.19444 1.56112 0.37212 0.11 -0.34 -0.15

---

(7)
13
Properties=species:S:1:pos:R:3:forces:R:3 method="wB97M-V/def2-TZVPD" lumo_energy_ha=0.038 relative_energy_kj_mol=285.5 orbital_gap_ev=10.92 total_charge=0 homo_energy_ev=-9.90 smiles="CCOC1=NC1"
C 0.35463 1.29494 -1.49400 0.03 0.11 0.01
C -0.00985 -0.14235 -1.21142 -0.14 0.12 -0.32
O 0.67609 -0.68747 -0.06896 -0.05 -0.12 0.14
C 0.08707 -0.48938 1.09111 -0.20 0.18 0.28
N -0.59060 0.31512 1.77295 0.26 -0.34 -0.48
C -0.29789 -1.13212 2.30058 0.03 -0.28 0.26
H 1.43288 1.40421 -1.62963 -0.09 -0.01 0.01
H -0.14471 1.61388 -2.41438 0.06 0.00 0.10
H 0.03105 1.94910 -0.68106 0.03 -0.07 -0.06
H 0.29284 -0.80438 -2.02304 -0.05 0.11 -0.03
H -1.08903 -0.25029 -1.05390 0.15 0.00 0.00
H 0.40842 -1.25925 3.11978 -0.17 0.19 -0.05
H -1.15089 -1.81200 2.29196 0.14 0.09 0.13

---

Across the entries above, largest force on an atom takes the values 0.903, 0.866, 2.606, 6.989, 0.882, 3.386, 0.644 eV/Å, respectively.
Across the entries above, DFT total energy takes the values -178026.88857, -6808.43444, -11492.87681, -21004.85763, -141119.12057, -19194.46692, -7796.68540 eV, respectively.